(1)
85
Properties=species:S:1:pos:R:3:lowdin_charge:R:1 method="wB97M-V/def2-TZVPD" orbital_gap_ev=7.79 charge=0 largest_force_ev_per_a=0.51 mol_weight_g_mol=768.8
C 2.8032 -3.9006 -1.5408 -0.0963
O 3.6247 -2.8803 -0.9987 -0.1763
C 2.9298 -1.7994 -0.4134 -0.2228
C 2.4311 -0.7692 -1.4306 -0.1452
C 1.1473 -1.0364 -2.2194 -0.1308
C -0.1524 -0.9635 -1.4491 -0.3298
O -0.1921 -1.8533 -0.3061 -0.1640
S -1.4837 -2.7686 -0.3389 0.5770
O -1.1647 -3.9812 -1.0182 -0.2276
O -2.0899 -2.7967 0.9392 -0.2035
O -2.3235 -1.8305 -1.3014 -0.2095
C -1.3744 -1.3524 -2.2977 -0.6483
S -2.0811 0.0108 -3.2154 0.8691
H 3.2862 -4.8583 -1.3527 0.0850
H 1.8162 -3.9172 -1.0682 0.0750
H 2.6732 -3.7706 -2.6209 0.0841
H 3.6529 -1.3011 0.2362 0.1231
H 2.1267 -2.1732 0.2260 0.1102
H 2.3422 0.2011 -0.9269 0.1243
H 3.2280 -0.6550 -2.1670 0.0954
H 1.0693 -0.2478 -2.9752 0.1169
H 1.2032 -1.9837 -2.7621 0.1211
H -0.3166 0.0548 -1.0831 0.1533
H -1.1495 -2.1726 -2.9783 0.1193
H -2.0053 -0.5941 -4.4052 -0.1145
C 4.7142 4.0290 -2.8080 0.0300
C 3.8116 3.2233 -3.3607 0.0231
C 4.0870 1.7788 -3.5432 -0.3808
O 3.2531 1.0441 -4.0337 0.0886
C 5.3991 1.2562 -3.0862 0.0174
C 6.3012 2.0636 -2.5353 0.0244
C 6.0306 3.5152 -2.3539 -0.3846
O 6.8553 4.2451 -1.8488 0.1075
H 4.5357 5.0872 -2.6643 0.1240
H 2.8468 3.5808 -3.6941 0.0873
H 5.5704 0.1960 -3.2261 0.1229
H 7.2663 1.7138 -2.1914 0.1224
C -0.2381 -5.8877 1.6021 0.0260
C -1.0980 -5.8450 2.6159 0.0291
C -0.6520 -6.0784 4.0106 -0.3737
O -1.4325 -6.0397 4.9397 0.0911
C 0.7890 -6.3595 4.2362 0.0223
C 1.6499 -6.3985 3.2236 0.0239
C 1.2035 -6.1634 1.8257 -0.3735
O 1.9906 -6.1922 0.9043 0.1075
H -0.5373 -5.7080 0.5768 0.1026
H -2.1502 -5.6310 2.4781 0.1253
H 1.0862 -6.5255 5.2641 0.1221
H 2.7052 -6.5980 3.3596 0.1221
C -0.9857 6.4895 -6.4130 0.0241
C 0.2785 6.3625 -6.0195 0.0231
C 0.6484 5.4373 -4.9201 -0.3681
O 1.8022 5.3238 -4.5571 0.0871
C -0.4349 4.6507 -4.2838 0.0244
C -1.6977 4.7684 -4.6830 0.0181
C -2.0736 5.7044 -5.7723 -0.3809
O -3.2263 5.8266 -6.1261 0.1082
H -1.2867 7.1601 -7.2077 0.1227
H 1.0909 6.9204 -6.4674 0.1224
H -0.1439 3.9812 -3.4842 0.1184
H -2.5009 4.2032 -4.2293 0.1077
C -4.0824 5.5246 -1.3925 0.0241
C -4.6585 6.3964 -0.5698 0.0266
C -4.1279 6.6313 0.7984 -0.3831
O -4.6518 7.4241 1.5480 0.1152
C -2.9285 5.8565 1.2113 0.0256
C -2.3525 4.9859 0.3875 0.0216
C -2.8844 4.7536 -0.9774 -0.3737
O -2.3556 3.9631 -1.7324 0.0790
H -4.4503 5.3366 -2.3936 0.1221
H -5.5315 6.9733 -0.8469 0.1243
H -2.5621 6.0461 2.2121 0.1239
H -1.4789 4.4092 0.6635 0.1217
C -3.1111 -4.3638 7.2917 0.0229
C -1.8493 -4.0070 7.5137 0.0181
C -1.4203 -3.4579 8.8230 -0.3860
O -0.2691 -3.1362 9.0278 0.1010
C -2.4555 -3.3163 9.8796 0.0163
C -3.7183 -3.6687 9.6581 0.0173
C -4.1463 -4.2212 8.3459 -0.3845
O -5.2983 -4.5434 8.1503 0.1050
H -3.4370 -4.7778 6.3462 0.1153
H -1.0796 -4.1145 6.7609 0.1087
H -2.1172 -2.9133 10.8257 0.1198
H -4.4923 -3.5759 10.4095 0.1200


(2)
80
Properties=species:S:1:pos:R:3:lowdin_charge:R:1 method="wB97M-V/def2-TZVPD" orbital_gap_ev=7.14 charge=0 e_above_lowest_kj_mol=30.17 largest_force_ev_per_a=0.91 mol_weight_g_mol=948.8
Bi -0.3089 1.3460 -0.3252 1.2150
S -0.1775 3.8638 -0.1471 0.5254
C -0.0243 4.1333 1.6055 -0.7141
C 0.1725 5.5057 1.8994 -0.3387
N 0.3766 6.6176 2.1240 0.1606
C -0.0401 3.2425 2.6474 -0.7960
S -0.1417 1.5211 2.6502 0.5070
C 0.0417 3.7781 3.9715 -0.3248
N 0.0874 4.1353 5.0645 0.1617
C -2.8106 -5.5207 -0.7545 -0.0889
C -1.6103 -5.3885 -0.0747 -0.0792
C -0.8738 -4.2154 -0.1655 -0.0775
C -1.3376 -3.1664 -0.9525 -0.3804
C -2.5531 -3.3030 -1.6281 -0.1187
C -3.2800 -4.4758 -1.5392 -0.0868
P -0.5972 -1.4921 -0.9790 0.9869
C 0.9192 -1.7198 0.0320 -0.4182
C 0.7715 -1.6204 1.4155 -0.1539
C 1.8685 -1.7270 2.2519 -0.0767
C 3.1285 -1.9364 1.7116 -0.0879
C 3.2826 -2.0406 0.3374 -0.0899
C 2.1861 -1.9262 -0.5032 -0.0796
C 0.1133 -1.3205 -2.6595 -0.3190
C 0.3129 -2.4663 -3.3957 -0.0931
C 0.8546 -2.4265 -4.6889 -0.0708
C 1.1806 -1.2243 -5.2423 -0.0342
C 0.9864 -0.0200 -4.5297 -0.1662
C 1.3101 1.2105 -5.1457 -0.0437
C 1.1214 2.3871 -4.4859 -0.0798
C 0.6317 2.3725 -3.1672 -0.1596
C 0.3079 1.2077 -2.5159 -0.3256
C 0.4560 -0.0376 -3.2023 -0.1892
H -3.3862 -6.4324 -0.6674 0.1022
H -1.2446 -6.2069 0.5317 0.1044
H 0.0610 -4.1177 0.3710 0.1014
H -2.9099 -2.4798 -2.2386 0.1028
H -4.2168 -4.5769 -2.0718 0.1030
H -0.2117 -1.4420 1.8379 0.0867
H 1.7380 -1.6326 3.3215 0.1094
H 3.9895 -2.0205 2.3630 0.1036
H 4.2643 -2.2202 -0.0841 0.1021
H 2.3193 -1.9941 -1.5746 0.1050
H 0.0516 -3.4252 -2.9675 0.1022
H 1.0046 -3.3483 -5.2354 0.1050
H 1.5875 -1.1705 -6.2446 0.1121
H 1.7088 1.1919 -6.1527 0.1102
H 1.3494 3.3314 -4.9644 0.1040
H 0.5099 3.3211 -2.6549 0.0402
C 4.7037 1.4690 -1.1406 -0.1853
As 3.3734 2.2364 0.0423 1.0129
C 3.2424 4.1028 -0.4551 -0.2033
C 3.9991 2.1253 1.8705 -0.1733
O 2.0399 1.2848 -0.1040 -0.6713
H 5.6382 2.0271 -1.1307 0.0379
H 4.2850 1.4685 -2.1470 0.0407
H 4.8742 0.4400 -0.8293 0.0250
H 4.2565 4.4919 -0.5439 0.0416
H 2.6938 4.6669 0.2956 0.0210
H 2.7256 4.1816 -1.4090 0.0260
H 4.8832 2.7388 2.0349 0.0413
H 4.2125 1.0788 2.0840 0.0311
H 3.1891 2.4533 2.5227 0.0357
N -4.3977 -0.3607 -0.0013 0.1261
C -3.5969 0.7027 0.1048 -0.8777
S -2.9514 1.4006 -1.3063 0.5614
N -3.3190 1.2063 1.3082 0.0517
C -3.5280 0.5961 2.5726 -0.2712
C -3.8337 1.4128 3.6531 -0.0197
C -3.9745 0.8614 4.9140 -0.0639
C -3.8182 -0.5044 5.0983 -0.0805
C -3.5114 -1.3156 4.0176 -0.0731
C -3.3596 -0.7723 2.7529 -0.0512
H -4.6095 -0.6882 -0.9266 0.0932
H -4.8923 -0.7318 0.7942 0.1091
H -2.8188 2.0848 1.3200 0.1064
H -3.9371 2.4795 3.5034 0.1232
H -4.1948 1.5006 5.7573 0.1103
H -3.9167 -0.9311 6.0868 0.1043
H -3.3641 -2.3778 4.1610 0.1066
H -3.0623 -1.3991 1.9217 0.1065


(3)
87
Properties=species:S:1:pos:R:3:lowdin_spin:R:1 method="wB97M-V/def2-TZVPD" multiplicity=2 orbital_gap_ev="7.31 / 6.25" charge=+1 e_above_lowest_kj_mol=0.00 largest_force_ev_per_a=0.47 mol_weight_g_mol=891.8
Ru 0.2492 -0.1494 0.1680 0.8502
O -1.0656 3.6446 -0.8732 0.0044
S -1.1486 2.3221 -1.4446 0.0054
O -0.1272 1.9369 -2.3807 0.0015
N -1.1741 1.2020 -0.2632 0.0370
C -2.2325 1.2129 0.6695 -0.0019
C -3.2226 2.1560 0.8162 0.0103
C -4.2361 1.9884 1.7859 -0.0008
C -4.2725 0.9037 2.6127 0.0092
C -3.2603 -0.0792 2.5082 -0.0004
C -3.1813 -1.2219 3.3370 0.0008
C -2.1483 -2.1028 3.1900 -0.0017
C -1.1678 -1.8528 2.2173 0.0002
N -1.2251 -0.8042 1.4293 -0.0082
C -2.2539 0.0879 1.5444 0.0013
C -2.7080 2.1952 -2.2732 0.0009
C -3.4023 0.9958 -2.3154 0.0022
C -4.5882 0.9298 -3.0309 0.0002
C -5.0618 2.0518 -3.6995 0.0000
C -4.3564 3.2462 -3.6485 0.0001
C -3.1749 3.3268 -2.9266 0.0001
H -3.2369 3.0420 0.1989 0.0005
H -4.9990 2.7517 1.8674 -0.0003
H -5.0533 0.7886 3.3526 0.0005
H -3.9420 -1.3831 4.0906 0.0000
H -2.0595 -2.9800 3.8140 -0.0001
H -0.3172 -2.5086 2.0815 -0.0001
H -3.0224 0.1296 -1.7867 0.0014
H -5.1504 0.0052 -3.0573 0.0000
H -5.9888 1.9971 -4.2545 0.0000
H -4.7299 4.1201 -4.1649 0.0000
H -2.6235 4.2552 -2.8618 0.0000
Cl 4.7322 -6.0522 2.7434 0.0002
C 3.7805 -4.7790 2.0477 0.0007
C 3.0652 -5.0202 0.8749 -0.0005
C 2.3003 -4.0255 0.3180 0.0003
Cl 1.4346 -4.3538 -1.1489 0.0029
C 2.1844 -2.7256 0.8884 0.0048
O 1.4210 -1.8621 0.3078 0.0353
C 2.9576 -2.5167 2.0619 0.0025
C 3.0530 -1.1972 2.6600 0.0018
O 2.4822 -0.2115 2.2379 0.0130
C 3.7343 -3.5386 2.6249 0.0005
H 3.1115 -5.9916 0.4023 0.0000
H 3.7198 -1.1165 3.5385 0.0005
H 4.3085 -3.3317 3.5201 0.0001
C -1.8131 -1.8289 -4.3091 0.0000
N -0.5203 -1.1926 -4.1066 0.0052
C 0.2929 -0.6821 -5.0995 0.0006
C 1.3744 -0.1689 -4.4995 0.0032
N 1.2344 -0.3850 -3.1274 0.0024
C 0.0397 -0.9830 -2.9043 0.0013
S -0.7068 -1.4521 -1.4565 0.0053
C 2.2371 0.0336 -2.2162 -0.0012
C 3.5425 0.0121 -2.6865 0.0013
C 4.5447 0.5813 -1.9264 0.0000
C 4.2063 1.1549 -0.7163 0.0011
C 2.9001 1.0563 -0.2869 0.0006
N 1.9155 0.4878 -1.0017 -0.0035
H -2.0041 -1.8749 -5.3772 0.0000
H -2.5911 -1.2438 -3.8229 0.0000
H -1.8026 -2.8368 -3.8986 0.0001
H 0.0160 -0.7172 -6.1373 0.0000
H 2.2070 0.3695 -4.9081 0.0002
H 3.7632 -0.4616 -3.6304 0.0001
H 5.5675 0.5715 -2.2775 0.0000
H 4.9399 1.6319 -0.0835 0.0000
H 2.6262 1.4034 0.6933 0.0001
C -1.5510 5.3776 2.0505 0.0001
C -0.9862 5.2294 3.4582 0.0001
C -1.9427 4.4639 4.3659 0.0000
C 0.4085 4.6055 3.4347 0.0000
N 0.4195 3.2253 2.9472 0.0009
C 0.5311 2.7344 1.7158 0.0014
N 0.4869 1.4230 1.8073 0.0029
N 0.3210 1.1244 3.1104 0.0024
N 0.2722 2.1958 3.7982 0.0002
H -2.5068 5.9020 2.0781 0.0000
H -1.7260 4.4024 1.5937 0.0001
H -0.8805 5.9379 1.3959 0.0000
H -0.8294 6.2297 3.8740 0.0000
H -2.1491 3.4673 3.9679 0.0000
H -2.8932 4.9927 4.4400 0.0000
H -1.5407 4.3449 5.3727 0.0000
H 0.8446 4.5641 4.4313 0.0000
H 1.0738 5.1786 2.7891 0.0000
H 0.6029 3.3184 0.8121 0.0001